No. 1
{"formula": "C4H7Cl", "method": "the ωB97M-V functional and the def2-TZVPD basis", "e_lumo_ha": 0.03534, "total_energy_ev": -16781.791, "homo_lumo_gap_ev": 10.645, "total_charge": 0, "e_above_lowest_kcal_mol": 36.5, "smiles": "C/C=C\\CCl", "species": ["C", "C", "C", "C", "Cl", "H", "H", "H", "H", "H", "H", "H"], "coordinates": [[-2.08958, -0.99887, 0.06384], [-1.78760, 0.44959, -0.33065], [-0.62807, 1.11107, -0.02440], [0.50150, 0.38132, 0.58192], [1.92462, -0.32426, -0.21177], [-1.36995, -1.31026, 0.90030], [-2.00834, -1.82211, -0.85475], [-3.27224, -1.20873, 0.42553], [-2.54983, 1.23992, -0.59764], [-0.65941, 2.17006, -0.50062], [1.06383, 1.09165, 1.18986], [0.09980, -0.30668, 1.29315]], "nbo_charge": [-0.682, -0.157, -0.233, -0.435, -0.056, 0.220, 0.241, 0.231, 0.213, 0.225, 0.223, 0.212]}

---

No. 2
{"formula": "BF4H54NO25", "method": "the ωB97M-V functional and the def2-TZVPD basis", "e_lumo_ha": -0.02183, "total_energy_ev": -65109.774, "homo_lumo_gap_ev": 9.555, "total_charge": 0, "species": ["N", "H", "H", "H", "H", "B", "F", "F", "F", "F", "O", "H", "H", "O", "H", "H", "O", "H", "H", "O", "H", "H", "O", "H", "H", "O", "H", "H", "O", "H", "H", "O", "H", "H", "O", "H", "H", "O", "H", "H", "O", "H", "H", "O", "H", "H", "O", "H", "H", "O", "H", "H", "O", "H", "H", "O", "H", "H", "O", "H", "H", "O", "H", "H", "O", "H", "H", "O", "H", "H", "O", "H", "H", "O", "H", "H", "O", "H", "H", "O", "H", "H", "O", "H", "H"], "coordinates": [[-0.28629, 0.11882, 0.63655], [0.06112, 0.20395, -0.30800], [0.22826, -0.61669, 1.09953], [-1.28006, -0.02943, 0.53389], [-0.12462, 0.95712, 1.17620], [1.02457, -5.11040, -1.79331], [1.36945, -3.75530, -1.95594], [0.56755, -5.28415, -0.57837], [0.12923, -5.49945, -2.71053], [2.09829, -5.98845, -1.91005], [-1.07423, -2.10056, -1.79328], [-1.77926, -1.62701, -2.23477], [-0.93258, -2.87814, -2.33322], [2.69606, 3.18908, -1.16136], [2.75896, 3.24780, -2.11469], [2.15950, 2.41225, -1.00366], [-2.86874, -0.56423, 0.71844], [-3.64862, -0.02174, 0.83555], [-3.05558, -1.36283, 1.21197], [-3.78463, 1.71336, -3.41321], [-3.87497, 2.15769, -2.57022], [-4.61641, 1.25518, -3.53336], [-2.52052, -3.30613, 2.26023], [-3.27168, -3.87410, 2.08880], [-2.09329, -3.69679, 3.02253], [0.96762, 0.95384, -1.80131], [1.28259, 0.23521, -2.34959], [0.39680, 1.46262, -2.37710], [-2.92238, -1.55144, -3.61459], [-3.08770, -1.80533, -4.52258], [-3.60034, -0.90463, -3.41902], [3.57729, -3.65126, -0.20236], [2.72914, -3.87943, -0.58292], [4.15116, -3.51908, -0.95697], [2.91389, -1.97841, 5.16780], [3.55629, -2.63411, 4.89648], [2.40655, -1.79768, 4.37649], [3.10197, -5.02295, 2.20034], [2.43525, -5.60655, 1.83825], [3.18942, -4.32587, 1.55021], [-0.79590, 1.82848, -3.72043], [-0.84652, 1.88462, -4.67464], [-1.69575, 1.96484, -3.42394], [1.25503, 0.30648, -5.89214], [1.51797, 0.25257, -4.97334], [0.33528, 0.04139, -5.89450], [2.18746, 3.75760, 2.73945], [2.19671, 3.78941, 3.69607], [3.08188, 3.51618, 2.49870], [-0.07874, 2.45265, 1.98176], [-0.49607, 3.20615, 2.39926], [0.85939, 2.63115, 2.04713], [3.01167, -0.86053, 0.86502], [2.90339, -1.34402, 0.04603], [3.95789, -0.83962, 1.00807], [-4.70794, 2.03541, 0.83078], [-4.21961, 2.07795, 1.65294], [-5.49679, 1.53764, 1.04567], [0.25210, -2.61431, 1.03951], [-0.62847, -2.87643, 1.30807], [0.39786, -3.07448, 0.21293], [-0.20383, -1.30084, 4.80187], [0.32219, -1.16167, 5.58938], [-0.22091, -2.25128, 4.68956], [-3.68209, 3.41389, -1.20160], [-4.54547, 3.58946, -1.57575], [-3.86530, 2.97682, -0.36995], [2.12793, -0.92709, -3.37755], [3.04765, -1.13538, -3.54175], [1.68331, -1.77461, -3.39391], [4.42504, 2.92562, 1.39708], [3.97210, 3.04534, 0.56237], [4.95770, 2.14044, 1.27062], [-2.52633, 0.16145, 5.02605], [-1.75878, -0.19674, 4.58019], [-3.13083, -0.57757, 5.09433], [1.74577, 5.73367, 0.31105], [2.21565, 4.94365, 0.04400], [2.28038, 6.10522, 1.01274], [-0.09442, 4.64289, -3.41042], [0.82583, 4.65890, -3.67335], [-0.37399, 3.74147, -3.57011], [-3.29514, 1.96017, 3.21917], [-2.89447, 1.30155, 3.78655], [-2.98193, 2.79643, 3.56386]], "lowdin_charge": [0.296, 0.075, 0.086, 0.057, 0.055, -1.479, 0.095, 0.215, 0.181, 0.120, -0.050, -0.019, 0.028, -0.036, 0.051, 0.015, -0.019, 0.028, 0.031, -0.042, -0.015, 0.042, -0.025, 0.059, 0.051, -0.052, 0.000, 0.012, -0.026, 0.061, 0.031, -0.034, 0.006, 0.061, -0.053, 0.036, 0.014, -0.063, 0.027, -0.022, -0.033, 0.067, 0.032, -0.050, -0.012, 0.025, -0.044, 0.059, -0.001, -0.047, 0.056, 0.010, -0.051, 0.007, 0.030, -0.042, -0.001, 0.067, -0.040, 0.006, 0.018, -0.029, 0.056, 0.053, -0.041, 0.046, -0.012, -0.023, 0.078, 0.060, -0.035, 0.010, 0.054, -0.036, 0.008, 0.062, -0.055, -0.021, 0.023, -0.046, 0.025, -0.025, -0.045, -0.018, 0.057]}

---

No. 3
{"formula": "C7H13N4O", "method": "the ωB97M-V functional and the def2-TZVPD basis", "e_lumo_ha": -0.09244, "total_energy_ev": -15468.978, "homo_lumo_gap_ev": 10.897, "total_charge": 1, "e_above_lowest_kcal_mol": 38.4, "species": ["C", "C", "C", "C", "C", "C", "C", "N", "N", "N", "N", "O", "H", "H", "H", "H", "H", "H", "H", "H", "H", "H", "H", "H", "H"], "coordinates": [[0.23540, 2.57579, 2.24101], [0.52790, 0.87165, 0.95315], [1.72398, -1.00101, -0.65219], [0.53657, -1.81216, 0.87750], [0.31104, -0.72355, -0.16348], [-1.82688, 1.65990, 1.14930], [-0.67612, 0.01226, -2.16757], [1.49911, 2.30500, 2.29837], [1.67209, 1.24777, 1.49902], [-0.41315, 1.69684, 1.41623], [1.97712, -1.65753, 0.63616], [-0.79028, -0.60531, -0.88496], [-0.23977, 3.37882, 2.76444], [1.69550, -1.68012, -1.51382], [2.38861, -0.16844, -0.88017], [0.23386, -1.62830, 1.90792], [0.09994, -2.75838, 0.54009], [-2.13675, 2.56034, 0.61791], [-2.05742, 0.78424, 0.54733], [-2.37479, 1.60477, 2.09069], [-0.01470, -0.56095, -2.81854], [-0.30302, 1.03425, -2.07695], [-1.68054, 0.01790, -2.58421], [2.52390, -2.50993, 0.61141], [2.57061, 0.78981, 1.42236]], "nbo_charge": [0.179, 0.366, -0.298, -0.267, 0.445, -0.422, -0.264, -0.206, -0.341, -0.349, -0.625, -0.497, 0.242, 0.217, 0.211, 0.214, 0.218, 0.233, 0.249, 0.236, 0.199, 0.186, 0.225, 0.393, 0.458]}

---

No. 4
{"formula": "C44H48N2O3P2PdS2", "method": "the ωB97M-V functional and the def2-TZVPD basis", "e_lumo_ha": 0.01879, "total_energy_ev": -99258.228, "homo_lumo_gap_ev": 7.080, "total_charge": 0, "e_above_lowest_kcal_mol": 0.0, "species": ["Pd", "O", "S", "C", "C", "C", "C", "S", "O", "C", "C", "C", "C", "C", "C", "C", "C", "C", "C", "C", "C", "H", "H", "H", "H", "H", "H", "H", "H", "H", "H", "H", "H", "H", "H", "H", "H", "H", "H", "N", "P", "C", "C", "C", "C", "C", "C", "C", "C", "C", "C", "C", "C", "P", "C", "C", "C", "C", "C", "C", "C", "C", "C", "C", "C", "C", "H", "H", "H", "H", "H", "H", "H", "H", "H", "H", "H", "H", "H", "H", "H", "H", "H", "H", "H", "H", "H", "C", "N", "C", "C", "C", "O", "H", "H", "H", "H", "H", "H", "H", "H", "H"], "coordinates": [[0.16929, -0.42758, 0.05212], [-2.32683, 2.26722, -1.21098], [-1.01366, 2.67988, -1.78864], [-0.83146, 1.79561, -3.36480], [-0.55128, 0.31607, -3.12397], [-1.77403, -0.42963, -2.60059], [-1.46751, -1.88699, -2.28948], [-2.21384, -2.39340, -0.71650], [-1.92936, -1.25200, 0.23678], [-3.92988, -2.18091, -1.16716], [-4.58047, -3.21551, -1.82538], [-5.90661, -3.05328, -2.19371], [-6.57021, -1.87048, -1.89051], [-5.91160, -0.85058, -1.21886], [-4.58146, -1.00111, -0.85006], [-1.27218, 4.29000, -2.53699], [-0.17948, 5.04488, -2.93909], [-0.38995, 6.29177, -3.50727], [-1.68355, 6.77797, -3.65446], [-2.76672, 6.02012, -3.23184], [-2.56396, 4.76800, -2.66685], [-0.00163, 2.28423, -3.87990], [-1.75035, 1.96284, -3.93259], [0.25400, 0.21291, -2.38451], [-0.18149, -0.13480, -4.05040], [-2.61188, -0.34486, -3.29723], [-2.08511, 0.06843, -1.68222], [-0.40533, -2.03838, -2.07011], [-1.76379, -2.59674, -3.06399], [-4.05838, -4.14126, -2.03999], [-6.42551, -3.85167, -2.70761], [-7.60742, -1.74813, -2.17426], [-6.43101, 0.06874, -0.98211], [-4.04417, -0.21722, -0.33118], [0.82677, 4.66714, -2.79640], [0.45450, 6.88956, -3.82418], [-1.84532, 7.75471, -4.09144], [-3.77230, 6.40615, -3.33855], [-3.38544, 4.15536, -2.31646], [2.76208, -1.96428, 0.75379], [2.29060, -0.34866, 0.50272], [3.59741, 0.26699, -0.62812], [4.83244, 0.74654, -0.19797], [5.79552, 1.13657, -1.11955], [5.53235, 1.05419, -2.47918], [4.30107, 0.58592, -2.91755], [3.33983, 0.20033, -1.99591], [2.74050, 0.50327, 2.05614], [2.14206, 1.74154, 2.28392], [2.41764, 2.45465, 3.44157], [3.28689, 1.93266, 4.39014], [3.87249, 0.69106, 4.18022], [3.59835, -0.01980, 3.02041], [1.67263, -3.21509, 0.31316], [2.85571, -4.60903, 0.53966], [3.30540, -5.03704, 1.78959], [4.23416, -6.06166, 1.89270], [4.72438, -6.67438, 0.74617], [4.28450, -6.25937, -0.50143], [3.35413, -5.23291, -0.60132], [0.63913, -3.46750, 1.81044], [-0.17821, -4.59697, 1.86641], [-1.06133, -4.78124, 2.91766], [-1.14852, -3.82994, 3.92756], [-0.34606, -2.70116, 3.87701], [0.54182, -2.51908, 2.82290], [3.67316, -2.20827, 1.11735], [5.04128, 0.82955, 0.86147], [6.75138, 1.51003, -0.77433], [6.28357, 1.36049, -3.19618], [4.08943, 0.52643, -3.97802], [2.37031, -0.15796, -2.32592], [1.41947, 2.13162, 1.57549], [1.93079, 3.40729, 3.60621], [3.49652, 2.48371, 5.29831], [4.53796, 0.27062, 4.92392], [4.04780, -0.99705, 2.88443], [2.91293, -4.57275, 2.68694], [4.57396, -6.38696, 2.86797], [5.44643, -7.47696, 0.82752], [4.66102, -6.73710, -1.39702], [3.00560, -4.90988, -1.57579], [-0.11997, -5.34239, 1.07928], [-1.68409, -5.66662, 2.95084], [-1.84022, -3.97130, 4.74837], [-0.40695, -1.95400, 4.65883], [1.16253, -1.63265, 2.79527], [-3.90473, 3.17756, 2.11718], [-2.56305, 3.70844, 1.98062], [-2.48500, 5.07994, 1.52094], [-1.45578, 2.91026, 1.89770], [-1.63584, 1.45965, 2.27813], [-0.37420, 3.36379, 1.55020], [-4.54277, 3.94532, 2.55516], [-3.92246, 2.31417, 2.77616], [-4.32154, 2.89323, 1.14370], [-2.88254, 5.75867, 2.27952], [-3.06469, 5.20991, 0.60332], [-1.44631, 5.32342, 1.32415], [-2.39051, 0.97861, 1.65426], [-1.94373, 1.35988, 3.32054], [-0.69813, 0.92859, 2.12370]], "lowdin_charge": [0.270, -0.516, 0.960, -0.312, -0.261, -0.265, -0.328, 0.982, -0.602, -0.385, -0.088, -0.080, -0.081, -0.063, -0.063, -0.389, -0.085, -0.079, -0.085, -0.076, -0.078, 0.094, 0.107, 0.048, 0.122, 0.127, 0.056, 0.053, 0.100, 0.111, 0.105, 0.103, 0.107, 0.104, 0.114, 0.105, 0.102, 0.104, 0.105, -0.398, 0.780, -0.325, -0.079, -0.086, -0.096, -0.090, -0.106, -0.370, -0.100, -0.070, -0.090, -0.091, -0.114, 0.943, -0.379, -0.093, -0.086, -0.094, -0.093, -0.113, -0.409, -0.121, -0.093, -0.095, -0.080, -0.104, 0.056, 0.097, 0.101, 0.099, 0.099, 0.072, 0.070, 0.105, 0.099, 0.099, 0.094, 0.106, 0.101, 0.100, 0.100, 0.091, 0.104, 0.099, 0.098, 0.102, 0.068, -0.059, -0.155, -0.045, -0.500, -0.004, 0.005, 0.086, 0.078, 0.091, 0.087, 0.085, 0.082, 0.067, 0.091, 0.043]}

---

Number 1: HOMO -9.6834 eV, molar mass 90.6 g mol⁻¹. Number 2: HOMO -10.1486 eV, molar mass 555.2 g mol⁻¹. Number 3: HOMO -13.4129 eV, molar mass 169.2 g mol⁻¹. Number 4: HOMO -6.5689 eV, molar mass 885.4 g mol⁻¹.